Entry 1:
A cluster of 3 separate species, C5H14NS2 in total, computed with ωB97M-V/def2-TZVPD.

energy above the lowest of the compared OMol25 structures with the same formula, charge and spin = 407.6 kJ/mol
HOMO level = -12.90 eV
LUMO level = -0.30455 Ha
charge = +1
HOMO-LUMO gap = 4.61 eV

Each line ends with the Mulliken charge.
CARTESIAN COORDINATES (ANGSTROEM)
N: -2.57675 -2.13806 1.50344  -0.51
C: -3.52918 1.28316 0.63810  -0.22
C: -2.59919 2.23156 0.70618  -0.17
S: -0.30245 -0.49410 -0.27885  0.09
S: 0.92521 0.50773 0.76382  0.38
C: 2.15257 1.05640 -0.39347  -0.56
C: 3.18454 -0.06587 -0.67329  -0.41
C: 2.71097 -1.15259 -1.62292  -1.00
H: -1.80916 -1.70271 1.03288  0.08
H: -2.38482 -2.39675 2.45457  0.23
H: -2.97969 -2.92288 1.00287  0.24
H: -4.57434 1.55416 0.61922  0.26
H: -3.23853 0.24765 0.67348  0.03
H: -1.57545 1.91133 0.81665  -0.10
H: -2.79238 3.25966 0.43110  0.28
H: 2.68566 1.96635 -0.12202  0.41
H: 1.60972 1.26796 -1.31615  0.35
H: 3.45719 -0.54543 0.27071  0.35
H: 4.07964 0.42197 -1.05037  0.35
H: 3.48241 -1.83047 -1.95250  0.36
H: 1.96619 -1.76545 -1.09314  0.22
H: 2.10781 -0.69361 -2.41029  0.34

---

Entry 2:
A structure of composition C28H55AlBrO14S5, computed with ωB97M-V/def2-TZVPD.

HOMO level = -4.36 eV
LUMO level = 0.06936 Ha
charge = -1
HOMO-LUMO gap = 6.25 eV

Each line ends with the Mulliken charge.
CARTESIAN COORDINATES (ANGSTROEM)
O: -4.95609 -4.70600 0.65220  -0.51
C: -4.50810 -4.21979 1.63976  0.23
O: -5.05548 -3.19445 2.35243  -0.37
C: -5.48716 -2.10065 1.52251  -0.67
C: -4.61671 -0.80922 1.68906  0.10
C: -3.41160 -0.93529 0.69347  0.55
O: -2.50153 -1.92156 1.15986  -0.72
Al: -0.97621 -1.15184 1.83224  0.50
O: -1.41513 0.50566 1.13462  -0.44
C: -2.59088 0.38978 0.35793  1.10
C: -2.32646 0.62587 -1.19120  -1.21
C: -1.23344 -0.32333 -1.78468  -0.08
C: -1.79952 -1.70823 -2.32005  -0.51
Br: -0.78536 -3.14981 -1.41616  -0.26
H: -3.57340 -4.66676 2.06937  0.33
H: -6.52837 -1.84265 1.85959  0.29
H: -5.52968 -2.32892 0.43607  0.38
H: -5.24761 0.05361 1.33879  -0.17
H: -4.30913 -0.62842 2.74199  0.29
H: -3.86761 -1.19934 -0.30108  -0.17
H: -1.04455 -1.15428 3.43245  -0.54
H: 0.46090 -1.57486 1.26913  -0.19
H: -3.19113 1.31293 0.63542  -0.25
H: -1.93148 1.67228 -1.25151  0.49
H: -3.28073 0.60015 -1.78016  0.18
H: -0.43205 -0.49275 -1.03450  -0.26
H: -0.75623 0.16666 -2.67090  0.42
H: -2.86900 -1.86096 -2.04844  0.24
H: -1.73731 -1.75990 -3.42611  0.45
C: -8.88453 2.23788 -2.10417  -0.57
C: -9.32736 1.15250 -1.11622  -0.66
C: -8.08526 0.33614 -0.74322  -0.56
S: -6.68695 1.44508 -0.91768  1.30
O: -5.85418 0.96753 -1.99026  -0.69
O: -6.15920 1.75347 0.38664  -0.71
C: -7.62117 2.84965 -1.50908  -0.87
H: -9.66041 2.98961 -2.25486  0.36
H: -8.65979 1.78475 -3.07363  0.28
H: -9.74140 1.62337 -0.22037  0.30
H: -10.10442 0.51437 -1.53897  0.34
H: -8.13165 -0.02454 0.28297  0.25
H: -7.93691 -0.50125 -1.42449  0.40
H: -7.03064 3.40821 -2.23293  0.41
H: -7.85589 3.47880 -0.64936  0.34
C: 3.98714 -1.22445 0.15528  0.14
C: 3.73850 0.05007 0.96445  -0.64
C: 3.67930 1.21761 -0.02564  -0.75
S: 3.10226 0.52951 -1.57729  1.04
O: 4.16524 0.64017 -2.55737  -0.68
O: 1.77100 1.00749 -1.84407  -0.60
C: 3.01860 -1.16460 -1.01901  -0.38
H: 3.83265 -2.11935 0.75469  -0.30
H: 5.01776 -1.23514 -0.20845  0.35
H: 2.78455 -0.03424 1.49208  0.15
H: 4.51498 0.20919 1.71437  0.35
H: 2.98671 1.99120 0.30223  0.41
H: 4.66613 1.64949 -0.19479  0.36
H: 3.28647 -1.83578 -1.83349  0.56
H: 1.99667 -1.36069 -0.69008  -0.08
C: -2.86666 4.65221 4.57882  -0.62
C: -1.36242 4.60835 4.86769  -0.57
C: -0.94613 3.13412 4.91364  -0.80
S: -2.09561 2.25267 3.84628  1.11
O: -2.88463 1.36055 4.66212  -0.75
O: -1.40802 1.80405 2.66066  -0.46
C: -3.09941 3.67450 3.43139  -0.72
H: -3.20034 5.65887 4.32080  0.35
H: -3.42130 4.32823 5.46417  0.29
H: -0.82315 5.11848 4.06460  0.29
H: -1.11544 5.11650 5.80174  0.32
H: 0.06730 2.98888 4.54468  0.29
H: -1.03746 2.72372 5.91952  0.36
H: -4.14044 3.37396 3.32704  0.44
H: -2.72813 4.07790 2.48838  0.32
C: 5.86056 1.94423 -4.90793  -0.26
C: 5.38688 2.45582 -6.27199  -0.76
C: 6.61628 2.98704 -7.01698  -0.64
S: 8.01912 2.06207 -6.38975  1.15
O: 8.89209 2.97096 -5.68570  -0.66
O: 8.50809 1.17847 -7.42186  -0.68
C: 7.10304 1.10744 -5.18937  -0.77
H: 5.09199 1.36151 -4.40496  0.21
H: 6.11727 2.79073 -4.26497  0.27
H: 4.94333 1.63065 -6.83567  0.32
H: 4.62464 3.22902 -6.17007  0.35
H: 6.53617 2.83267 -8.09178  0.36
H: 6.78774 4.04226 -6.80551  0.35
H: 7.71619 0.93752 -4.30639  0.43
H: 6.83954 0.15585 -5.65292  0.37
C: 5.61148 -4.90555 3.99220  -0.58
C: 4.84660 -5.70979 2.93597  -0.71
C: 4.97172 -4.95834 1.60715  -0.34
S: 6.51925 -4.05464 1.68590  1.13
O: 6.22829 -2.64286 1.68441  -0.56
O: 7.46320 -4.64206 0.76743  -0.71
C: 6.94680 -4.54320 3.35106  -0.72
H: 5.75080 -5.47452 4.91200  0.34
H: 5.05553 -3.99671 4.23770  0.32
H: 5.29383 -6.70317 2.84088  0.27
H: 3.80086 -5.84713 3.21221  0.38
H: 4.99688 -5.63927 0.75847  0.44
H: 4.16618 -4.23584 1.47925  0.05
H: 7.45950 -3.72640 3.85584  0.39
H: 7.60087 -5.41374 3.28448  0.35

---

Entry 3:
The molecule C5H10O2, computed with ωB97M-V/def2-TZVPD.

energy above the lowest of the compared OMol25 structures with the same formula, charge and spin = 253.7 kJ/mol
SMILES = CO[C@H]1C[C@H]1CO
HOMO level = -9.70 eV
LUMO level = 0.03630 Ha
HOMO-LUMO gap = 10.69 eV

Each line ends with the Mulliken charge.
CARTESIAN COORDINATES (ANGSTROEM)
C: -1.70906 -1.29877 -0.17530  -0.69
O: -1.33233 0.03705 0.06560  -0.37
C: -0.32587 0.27964 1.00809  -0.05
C: 0.84703 -0.63081 1.21500  -0.76
C: 1.02506 0.65657 0.45690  -0.08
C: 1.18033 0.62746 -1.04359  -0.45
O: 0.68927 1.81254 -1.63094  -0.53
H: -2.10570 -1.79385 0.72175  0.28
H: -0.87890 -1.90095 -0.57145  0.26
H: -2.48991 -1.25481 -0.93832  0.27
H: -0.69759 0.81605 1.88083  0.40
H: 1.25947 -0.68813 2.21870  0.28
H: 0.90379 -1.56419 0.66245  0.21
H: 1.55891 1.47017 0.94208  0.35
H: 2.24284 0.56828 -1.30340  0.33
H: 0.69019 -0.26788 -1.46113  0.20
H: -0.19721 1.94298 -1.26552  0.35

---

Entry 4:
A structure of composition C14H16NO11P2PdS, computed with ωB97M-V/def2-TZVPD.

energy above the lowest of the compared OMol25 structures with the same formula, charge and spin = 0.0 kJ/mol
HOMO level (alpha / beta) = -6.29 / -6.84 eV
LUMO level (alpha / beta) = 0.09092 / 0.05484 Ha
2S+1 = 3
charge = -1
HOMO-LUMO gap (alpha / beta) = 8.76 / 8.33 eV

Each line ends with the Löwdin spin population.
CARTESIAN COORDINATES (ANGSTROEM)
Pd: -3.35112 0.28149 0.83677  1.56
O: -1.96444 -2.43659 3.92714  0.00
P: -1.39493 -1.86280 2.55881  0.01
O: 0.06937 -2.01445 2.46209  0.01
O: -1.97457 -0.46884 2.31957  0.07
O: -2.12070 -2.82510 1.44800  0.00
P: -3.73209 -2.79653 1.28336  0.01
O: -4.00107 -4.14040 0.44871  0.00
O: -4.34622 -2.86866 2.63825  0.00
O: -4.08211 -1.66601 0.34143  0.07
H: -2.92886 -2.59336 3.80399  0.00
H: -4.14591 -4.86724 1.06406  0.00
O: -1.73942 0.44174 -0.65313  0.10
S: -0.53729 -0.38110 -0.19370  0.01
C: 0.47440 0.73768 0.81741  0.00
C: 0.88005 1.98768 0.10634  0.00
C: 2.17561 2.13573 -0.38402  0.00
C: 2.53937 3.27836 -1.08180  0.00
C: 1.60789 4.28484 -1.29817  0.00
C: 0.31770 4.14724 -0.80459  0.00
C: -0.04668 3.00772 -0.10221  0.00
C: 0.46305 -0.48008 -1.68481  0.01
C: 1.79559 -1.14178 -1.43016  0.00
C: 2.88375 -0.78606 -2.22263  0.00
C: 4.12446 -1.37298 -2.02743  0.00
C: 4.29393 -2.31813 -1.02508  0.00
C: 3.21677 -2.67015 -0.22549  0.00
C: 1.97001 -2.09303 -0.42530  0.00
H: 1.31027 0.13408 1.17041  0.00
H: -0.18616 0.91354 1.66696  0.00
H: 2.90103 1.34768 -0.21692  0.00
H: 3.55114 3.38236 -1.45432  0.00
H: 1.88951 5.17741 -1.84297  0.00
H: -0.41273 4.93057 -0.96248  0.00
H: -1.05144 2.90353 0.28745  0.00
H: 0.57454 0.52556 -2.09353  0.00
H: -0.15911 -1.06320 -2.36744  0.00
H: 2.75603 -0.03167 -2.99071  0.00
H: 4.96080 -1.08459 -2.65202  0.00
H: 5.26390 -2.77129 -0.86315  0.00
H: 3.33908 -3.39299 0.57063  0.00
H: 1.15414 -2.36859 0.23633  0.00
O: -4.64477 1.74273 -0.28991  0.07
N: -4.09494 2.75135 0.24228  0.00
O: -4.37653 3.88272 -0.07318  0.01
O: -3.22129 2.50163 1.13518  0.07

---

Entry 5:
A structure of composition C7H10O, computed with ωB97M-V/def2-TZVPD.

energy above the lowest of the compared OMol25 structures with the same formula, charge and spin = 441.0 kJ/mol
HOMO level = -7.91 eV
LUMO level = 0.02746 Ha
HOMO-LUMO gap = 8.66 eV

Each line ends with the Mulliken charge.
CARTESIAN COORDINATES (ANGSTROEM)
C: -0.92730 -1.61888 0.36476  -1.75
C: 1.57751 -1.48879 -0.07022  -1.51
C: -0.45081 2.79323 -1.51749  -1.43
C: 0.60468 0.10611 1.61536  -0.94
C: 0.34023 -0.76698 0.43943  1.97
O: -0.35384 0.26936 2.48826  -0.20
C: 0.19099 0.57999 -0.20121  -0.72
C: -0.15026 1.56996 -0.80471  1.01
H: -1.16580 -0.26706 2.34993  0.29
H: -1.82804 -1.02607 0.56219  0.44
H: -1.02831 -2.03529 -0.63793  0.40
H: 1.43337 -1.83048 -1.09895  0.35
H: 2.44498 -0.83205 -0.02486  0.43
H: 1.76936 -2.35394 0.56934  0.37
H: -0.87373 -2.44371 1.08226  0.37
H: 0.24329 3.58663 -1.21618  0.31
H: -1.47347 3.12111 -1.30243  0.31
H: -0.35286 2.63686 -2.59755  0.31

---

no.,calculated total energy (Eh),maximum force (eV/A)
1,-1049.656480,1.8
2,-6960.636665,5.2
3,-346.928797,0.5
4,-2634.535766,0.1
5,-347.795232,1.7